Entry 1:
{"formula": "C28H29ClFGeN2O11OsPS", "method": "ωB97M-V/def2-TZVPD", "charge": 0, "e_above_lowest_kj_mol": 162.8, "spin_multiplicity": 1, "total_energy_ev": -149348.8546, "symbols": ["Os", "O", "S", "O", "O", "C", "C", "C", "C", "C", "C", "P", "C", "C", "C", "C", "C", "C", "C", "C", "C", "C", "C", "C", "H", "H", "H", "H", "H", "H", "H", "H", "H", "H", "H", "H", "H", "H", "O", "Cl", "O", "O", "O", "C", "Ge", "C", "C", "C", "H", "H", "H", "H", "H", "H", "H", "H", "H", "H", "H", "F", "C", "C", "N", "C", "C", "O", "O", "C", "O", "N", "C", "O", "H", "H", "H", "H"], "positions_angstrom": [[-0.25932, 0.01914, -0.05474], [-0.02528, -0.85422, 3.86395], [0.53666, -0.44683, 2.62700], [0.48770, -1.40835, 1.48814], [-0.03168, 0.77498, 1.97158], [2.22803, -0.08050, 2.81299], [2.82889, -0.12485, 4.05778], [4.17258, 0.21321, 4.15679], [4.87641, 0.59597, 3.02612], [4.25277, 0.64326, 1.78391], [2.91619, 0.29282, 1.65831], [2.11714, 0.35436, 0.00687], [2.69361, 1.97728, -0.55243], [2.21842, 3.07587, 0.16690], [2.66434, 4.34990, -0.13318], [3.59175, 4.53796, -1.15126], [4.07448, 3.44927, -1.85887], [3.63156, 2.16654, -1.55968], [3.00657, -0.89778, -0.95583], [3.71378, -1.90706, -0.30777], [4.31572, -2.92421, -1.03834], [4.21836, -2.93438, -2.42000], [3.50598, -1.93451, -3.07192], [2.89199, -0.92785, -2.34664], [2.24573, -0.41435, 4.92146], [4.66520, 0.18557, 5.11996], [5.92131, 0.86685, 3.10614], [4.81172, 0.95819, 0.91080], [1.49069, 2.93672, 0.95816], [2.28104, 5.19648, 0.42133], [3.93524, 5.53643, -1.39066], [4.80046, 3.59385, -2.64828], [4.02022, 1.32711, -2.11899], [3.78784, -1.91881, 0.77161], [4.85709, -3.70640, -0.52220], [4.68675, -3.72606, -2.99080], [3.42024, -1.94387, -4.15085], [2.30788, -0.17810, -2.86399], [-1.67934, 2.23867, -2.62831], [-0.35487, 2.18942, -2.11936], [0.41302, 3.32607, -2.46192], [0.31064, 0.96154, -2.53900], [-0.38808, 2.01911, -0.57309], [-0.41435, -4.52863, 0.42781], [-1.44092, -2.97443, -0.12433], [-2.41029, -2.32073, 1.43422], [-2.69707, -3.44095, -1.52684], [-0.06023, -1.74878, -0.97824], [-1.08745, -5.27575, 0.85331], [0.30609, -4.23865, 1.19373], [0.12292, -4.98016, -0.40735], [-3.47712, -2.49689, 1.28653], [-2.29757, -1.26111, 1.65655], [-2.06743, -2.87859, 2.30697], [-3.58628, -3.90623, -1.09812], [-2.24752, -4.14336, -2.23121], [-2.99490, -2.54336, -2.06801], [-0.33154, -1.61685, -2.02818], [0.93038, -2.18099, -0.86678], [-6.78731, 4.42942, 0.22701], [-6.55031, 3.11739, 0.30022], [-5.62765, 2.52707, -0.45622], [-5.39381, 1.16843, -0.39109], [-4.32918, 0.56099, -1.16294], [-3.03681, 0.50470, -0.38099], [-2.09570, -0.17468, -1.00096], [-2.90184, 1.02265, 0.70867], [-6.04755, 0.35917, 0.51309], [-5.81840, -0.82687, 0.62370], [-7.00154, 1.00853, 1.27527], [-7.34039, 2.35851, 1.26636], [-8.19241, 2.81204, 1.99288], [-5.01730, 3.08861, -1.15001], [-4.15943, 1.13729, -2.07215], [-4.62231, -0.44798, -1.44258], [-7.48417, 0.43173, 1.94801]], "atomic_forces_ev_per_a": [[2.44, 0.40, 1.02], [0.06, -0.03, 0.06], [-0.40, 0.43, -0.06], [-0.40, -0.52, -0.19], [-0.58, -0.03, 0.19], [0.24, 0.02, 0.03], [0.08, 0.04, -0.05], [-0.04, -0.02, 0.06], [0.01, 0.02, -0.08], [0.07, 0.01, 0.07], [-0.02, -0.05, 0.05], [-0.54, 0.08, -0.52], [0.07, 0.05, 0.15], [0.01, 0.04, 0.02], [0.02, -0.01, -0.02], [-0.04, 0.01, 0.03], [-0.01, -0.01, -0.01], [-0.03, 0.05, -0.05], [0.14, -0.06, 0.17], [0.02, -0.06, -0.01], [-0.02, 0.04, 0.01], [-0.01, -0.01, -0.02], [0.02, -0.02, 0.01], [-0.04, 0.04, -0.06], [0.01, 0.00, -0.01], [-0.01, 0.00, -0.02], [-0.02, 0.00, 0.00], [0.00, -0.01, 0.01], [0.01, -0.03, -0.01], [0.01, -0.01, -0.01], [0.00, -0.02, 0.00], [-0.01, -0.01, 0.00], [0.02, -0.01, 0.02], [0.01, 0.01, 0.00], [-0.01, 0.01, -0.01], [0.00, 0.02, 0.00], [-0.01, 0.00, 0.01], [0.00, 0.02, 0.03], [0.13, 0.31, 0.47], [0.50, -1.27, -0.49], [-0.25, 0.14, 0.55], [-0.42, 0.53, -0.09], [-0.47, 0.40, -1.17], [0.11, -0.22, 0.06], [0.23, 0.28, -0.29], [-0.09, 0.09, 0.17], [-0.14, -0.15, -0.19], [-0.32, -0.66, 0.18], [0.04, -0.02, -0.01], [0.00, -0.01, -0.01], [-0.01, 0.00, 0.01], [0.00, -0.04, 0.03], [0.02, 0.02, -0.08], [-0.07, -0.01, 0.01], [0.00, 0.01, -0.03], [-0.02, 0.03, -0.02], [-0.02, -0.01, 0.01], [-0.17, 0.06, 0.04], [0.01, 0.00, -0.20], [0.03, 0.04, -0.04], [-0.12, -0.06, 0.16], [0.16, -0.12, -0.03], [-0.08, 0.05, -0.16], [-0.12, 0.11, -0.05], [0.33, -0.07, 0.10], [-0.23, 0.20, 0.43], [-0.11, 0.00, -0.18], [0.00, -0.03, 0.07], [-0.03, 0.04, 0.01], [0.07, 0.01, -0.07], [-0.01, 0.08, 0.00], [0.01, -0.04, 0.01], [-0.02, -0.01, -0.01], [-0.01, 0.00, -0.01], [0.02, -0.02, -0.01], [-0.02, -0.03, 0.01]], "mulliken_charge": [2.90, -0.64, 1.11, -0.99, -0.87, 0.33, -0.61, -0.63, -0.78, -0.20, -0.70, 2.27, 0.19, -0.40, -0.74, -0.59, -0.70, -0.41, -0.23, -0.61, -0.86, -0.61, -0.94, -0.31, 0.59, 0.42, 0.44, 0.55, 0.34, 0.44, 0.40, 0.44, 0.41, 0.41, 0.43, 0.41, 0.46, 0.62, -0.63, 1.78, -0.62, -0.55, -0.78, -1.54, 1.57, -1.21, -1.39, -1.82, 0.40, 0.38, 0.37, 0.45, 0.20, 0.45, 0.40, 0.37, 0.28, 0.74, 0.69, -0.31, 0.25, 0.03, 0.28, -1.71, 1.22, -0.85, -0.65, 0.48, -0.63, -0.08, 0.29, -0.61, 0.45, 0.43, 0.26, 0.24]}

Entry 2:
{"formula": "C23H41BeBrFLiN5NaO12PS", "method": "ωB97M-V/def2-TZVPD", "charge": 1, "spin_multiplicity": 1, "total_energy_ev": -154419.9865, "symbols": ["N", "C", "C", "N", "C", "C", "N", "F", "C", "H", "H", "H", "H", "H", "H", "H", "H", "H", "C", "O", "N", "C", "C", "H", "H", "H", "H", "H", "H", "H", "O", "P", "O", "O", "O", "Na", "O", "S", "O", "O", "C", "C", "C", "H", "H", "H", "H", "H", "H", "H", "H", "C", "C", "O", "C", "H", "H", "H", "H", "H", "H", "Be", "C", "C", "C", "C", "C", "C", "N", "O", "O", "H", "H", "H", "H", "H", "C", "C", "O", "C", "H", "H", "H", "H", "H", "H", "Br", "Li"], "positions_angstrom": [[3.26889, 4.87372, 1.90004], [1.98186, 5.48814, 1.84439], [0.91673, 4.50008, 1.29604], [-0.40934, 5.06314, 1.76397], [-0.78528, 6.33676, 1.67984], [-1.98979, 6.36953, 2.27126], [-2.27515, 5.16185, 2.65059], [-3.38658, 4.78749, 3.30115], [-1.23846, 4.28968, 2.33653], [3.32071, 4.44599, 2.81660], [3.95360, 5.61011, 1.80888], [1.63443, 5.73276, 2.86293], [1.95250, 6.42683, 1.29410], [0.97024, 4.39506, 0.22015], [1.05883, 3.55973, 1.81482], [-0.22938, 7.14054, 1.25052], [-2.59518, 7.24100, 2.42119], [-1.14807, 3.18128, 2.55472], [1.12840, 2.72142, -1.79901], [2.15772, 2.92481, -1.19235], [0.98890, 1.90855, -2.84825], [-0.28168, 1.71897, -3.51821], [2.16566, 1.18621, -3.33623], [0.18194, 3.22790, -1.49507], [-0.56517, 0.66543, -3.46868], [-0.19100, 2.01705, -4.56347], [-1.05838, 2.31989, -3.04511], [2.56051, 0.56144, -2.54216], [2.93062, 1.90652, -3.62707], [1.90353, 0.56750, -4.18734], [5.90546, 4.68162, 3.77729], [5.19676, 5.50203, 4.84685], [4.81608, 6.86990, 4.29376], [6.12909, 5.70257, 6.02977], [3.92563, 4.75940, 5.25874], [-3.13733, 2.76320, 1.33342], [2.81287, -1.70837, -3.09534], [4.03115, -2.44389, -2.88013], [4.85014, -2.83895, -3.97434], [3.72522, -3.72042, -1.97985], [2.71893, -4.66036, -2.41513], [3.21252, -5.51348, -3.57158], [5.02686, -1.59006, -1.70886], [1.79575, -4.13895, -2.67503], [2.49647, -5.29679, -1.55474], [3.37244, -4.90188, -4.45989], [2.48244, -6.28555, -3.81850], [4.17456, -5.99692, -3.33270], [4.41466, -1.31579, -0.85422], [5.41260, -0.69859, -2.19930], [5.84829, -2.23616, -1.41081], [2.45994, -8.80240, 1.28840], [2.06922, -7.41357, 0.87876], [1.56008, -7.19267, -0.22062], [2.33040, -6.32674, 1.85653], [2.21856, -9.49840, 0.48608], [3.53406, -8.83956, 1.48097], [1.91227, -9.09388, 2.18563], [3.48070, -6.27872, 2.08070], [1.78456, -6.50799, 2.78458], [2.00727, -5.36947, 1.43416], [4.79815, -6.33394, -1.48002], [-1.81404, -4.41146, 0.65272], [-1.42510, -3.21880, 1.25567], [-2.32437, -2.18720, 1.38831], [-3.62387, -2.35684, 0.91594], [-4.02314, -3.54453, 0.30584], [-3.11333, -4.56732, 0.17640], [-4.55851, -1.29519, 1.06934], [-4.18353, -0.25904, 1.58239], [-5.72546, -1.47035, 0.67142], [-1.10093, -5.22342, 0.55244], [-0.41480, -3.10435, 1.62201], [-2.01457, -1.26568, 1.85626], [-5.02797, -3.67517, -0.06466], [-3.40752, -5.49507, -0.29356], [-7.72606, 3.35840, -0.15420], [-7.42456, 4.24578, -1.34063], [-6.50074, 5.02243, -1.30806], [-8.31435, 4.11913, -2.54911], [-7.00271, 3.56784, 0.63121], [-8.72710, 3.56204, 0.22664], [-7.64308, 2.30900, -0.44465], [-9.34398, 4.36093, -2.28182], [-8.26346, 3.10396, -2.94655], [-7.98026, 4.81222, -3.31647], [5.09454, -6.60305, 2.96206], [-7.57199, -1.59163, -0.13684]], "atomic_forces_ev_per_a": [[-0.62, 0.14, -0.55], [-0.69, -0.16, 0.77], [0.77, 1.22, 0.61], [4.46, -1.33, -2.61], [-0.10, 0.48, 0.00], [-1.01, 3.59, -0.20], [0.32, -3.40, 0.74], [-0.15, -0.07, 0.08], [-3.15, -1.41, 1.90], [0.87, 0.03, 0.14], [0.55, -0.32, 0.34], [-0.06, 0.21, 0.01], [0.24, -0.06, -0.32], [-0.20, -0.10, -0.15], [-0.08, -0.27, -0.14], [0.35, 0.04, -0.15], [-0.45, -0.05, 0.19], [0.09, 1.84, 0.04], [-0.08, 0.03, 0.04], [0.10, 0.14, 0.26], [-0.26, -0.07, -0.17], [0.30, -0.14, -0.03], [0.07, 0.41, 0.19], [-0.13, -0.10, -0.19], [-0.09, 0.03, -0.09], [-0.15, -0.03, -0.02], [0.05, 0.05, 0.02], [0.03, -0.06, -0.06], [0.03, -0.04, -0.03], [-0.11, -0.04, 0.04], [0.10, -0.31, 0.23], [-0.34, -0.06, -0.02], [-0.25, 0.18, 0.23], [0.32, 0.16, -0.24], [-0.28, 0.00, -0.56], [-0.56, -0.52, -0.33], [0.00, -0.29, -0.22], [0.30, -0.20, 0.92], [-0.07, 0.10, -0.59], [-0.20, 0.35, 0.04], [-0.33, -0.59, -0.41], [-0.15, 0.43, -0.53], [-0.04, 0.07, 0.09], [0.10, 0.15, -0.01], [0.15, 0.20, 0.17], [0.04, -0.03, -0.01], [0.00, -0.04, 0.17], [-0.41, 0.16, -0.34], [0.01, -0.03, 0.02], [-0.02, -0.02, -0.07], [-0.02, -0.04, -0.02], [-0.09, -0.20, -0.42], [-0.38, 0.15, -0.49], [0.28, 0.00, 0.44], [-0.24, 0.46, -0.51], [-0.02, 0.03, 0.00], [-0.04, 0.07, 0.24], [0.19, 0.04, 0.13], [-1.62, -0.06, -0.20], [0.37, -0.09, 0.16], [0.05, -0.02, 0.00], [0.63, -0.46, 0.91], [0.15, -0.18, -0.02], [0.11, -0.22, -0.08], [0.15, 0.22, 0.10], [-0.14, -0.09, -0.07], [-0.19, -0.09, -0.09], [0.19, -0.11, 0.02], [0.92, -0.98, -0.13], [-0.24, 1.16, 0.22], [-1.50, 0.23, -0.53], [-0.01, 0.07, -0.01], [0.02, -0.01, 0.01], [-0.12, 0.01, 0.03], [-0.01, 0.08, 0.05], [0.00, 0.00, 0.00], [0.17, 0.09, 0.06], [-0.09, 0.03, -0.14], [0.27, 0.00, 0.11], [0.17, 0.21, -0.02], [-0.03, 0.01, 0.05], [-0.05, -0.16, -0.05], [-0.19, -0.01, -0.01], [-0.05, -0.18, -0.01], [-0.17, -0.03, 0.06], [0.01, 0.01, 0.00], [1.32, -0.15, 0.52], [0.92, 0.00, 0.46]], "mulliken_charge": [-0.57, -0.75, -0.35, 0.28, -0.05, -0.68, 0.18, -0.19, -0.45, 0.18, 0.32, 0.43, 0.35, 0.12, 0.36, 0.50, 0.46, 0.79, 0.40, -0.64, 0.17, -0.93, -1.09, 0.01, 0.32, 0.34, 0.32, 0.39, 0.32, 0.41, -0.45, 0.94, -0.48, -0.45, -0.52, 0.84, -0.62, 1.13, -0.62, -0.16, -0.23, -0.77, -1.03, 0.30, -0.01, 0.35, 0.36, 0.09, 0.32, 0.39, 0.37, -1.17, 0.84, -0.62, -0.55, 0.32, 0.31, 0.32, -0.13, 0.45, 0.11, 0.20, -0.35, -0.62, -0.37, 0.41, -0.25, -0.70, 0.73, -0.60, -0.62, 0.52, 0.45, 0.45, 0.35, 0.40, -0.93, 0.84, -0.55, -1.07, 0.19, 0.35, 0.23, 0.34, 0.31, 0.30, -0.57, 0.96]}

Entry 3:
{"formula": "C5H11O3", "method": "ωB97M-V/def2-TZVPD", "charge": -1, "e_above_lowest_kj_mol": 427.0, "spin_multiplicity": 1, "total_energy_ev": -11503.6421, "symbols": ["O", "C", "C", "C", "C", "C", "O", "H", "H", "H", "H", "H", "H", "H", "H", "H", "H", "H", "O"], "positions_angstrom": [[1.19029, 1.33339, 2.26964], [1.84250, 0.26789, 1.87343], [1.69302, -0.53664, 0.78635], [0.87426, -0.40407, -0.41387], [-0.35110, -1.33290, -0.65310], [-1.47242, -0.89432, -1.53253], [-1.47748, -1.00113, -3.02358], [2.58337, 0.01970, 2.60077], [2.24881, -1.43498, 1.07143], [-1.47074, -1.98852, -3.10655], [1.80579, -0.63530, -1.25996], [0.51524, 0.61482, -0.63851], [-0.04209, -2.37993, -0.72151], [-0.73137, -1.20183, 0.32326], [-2.47339, -1.34841, -1.42830], [-1.23130, 0.27846, -1.53672], [-0.60370, 4.06974, 1.79205], [-1.35325, 2.82548, 1.72858], [-1.54643, 3.74854, 1.86912]], "atomic_forces_ev_per_a": [[0.47, -0.75, -1.18], [-2.63, 2.92, 0.81], [0.52, -0.80, 2.20], [2.67, -0.49, -4.25], [1.31, -0.74, 0.40], [0.51, 3.59, -2.54], [1.22, -2.42, 0.61], [1.09, -0.95, 0.53], [0.01, -0.31, -1.28], [0.06, 1.22, -0.64], [-2.91, 0.68, 1.25], [0.44, -0.11, 0.44], [-0.09, -0.06, -0.17], [-1.20, -0.41, 1.37], [0.36, 0.86, 1.64], [-2.01, -2.06, 0.76], [-1.48, -0.19, 0.26], [-0.12, -0.96, 0.06], [1.77, 0.99, -0.26]], "mulliken_charge": [-0.76, -0.21, -0.72, -0.29, -0.43, -0.48, -0.54, 0.35, 0.19, 0.28, 0.13, 0.28, 0.36, 0.29, 0.44, 0.12, 0.33, 0.34, -0.68]}